# 1
This record from the Open Molecules 2025 dataset describes C18H25CuF6IN3O7S3 as an isolated structure. The level of theory is ωB97M-V with the def2-TZVPD basis set.

Last column: Mulliken charge in e.
CARTESIAN COORDINATES (ANGSTROEM)
1 Cu 0.623 -0.838 0.584  1.16
2 F -3.100 1.374 3.059  -0.24
3 C -2.953 1.407 1.724  0.32
4 F -2.258 2.505 1.417  -0.20
5 F -4.165 1.515 1.180  -0.23
6 S -2.134 -0.138 1.150  0.66
7 O -0.861 -0.102 1.905  -0.67
8 O -3.040 -1.177 1.548  -0.64
9 N -1.923 0.180 -0.329  0.00
10 S -0.299 1.954 -1.105  0.75
11 O 0.410 2.134 0.137  -0.48
12 O -1.170 3.035 -1.485  -0.56
13 C -2.442 -0.476 -3.920  0.72
14 F -3.283 -0.001 -4.860  -0.32
15 F -2.295 -1.789 -4.157  -0.28
16 F -1.244 0.101 -4.151  -0.24
17 C 0.253 2.410 3.499  -1.22
18 N 1.186 1.293 3.647  0.08
19 C 0.739 0.270 4.584  -1.06
20 C 2.050 0.977 2.657  0.40
21 S 2.392 -0.651 2.252  -0.60
22 N 2.666 1.978 2.016  0.43
23 C 3.356 1.757 0.751  -0.76
24 C 2.833 3.302 2.586  -1.31
25 H -0.751 2.032 3.682  0.39
26 H 0.278 2.788 2.481  0.36
27 H 0.461 3.215 4.208  0.31
28 H 0.389 0.779 5.483  0.36
29 H 1.562 -0.390 4.840  0.43
30 H -0.073 -0.320 4.158  0.29
31 H 2.853 0.991 0.164  -0.18
32 H 4.395 1.464 0.926  0.31
33 H 3.332 2.696 0.196  0.46
34 H 2.666 3.273 3.659  0.38
35 H 2.159 4.032 2.133  0.33
36 H 3.861 3.621 2.403  0.47
37 C 3.373 -0.514 -2.448  -1.91
38 C 2.284 -1.335 -1.750  1.90
39 C 1.377 -1.972 -2.806  -1.45
40 C 2.931 -2.430 -0.899  -1.87
41 O 1.560 -0.433 -0.950  0.94
42 H 3.957 -1.133 -3.135  0.41
43 H 4.050 -0.080 -1.709  0.36
44 H 2.913 0.298 -3.016  0.37
45 H 1.952 -2.615 -3.479  0.57
46 H 0.895 -1.194 -3.402  0.18
47 H 0.611 -2.582 -2.327  0.23
48 H 3.526 -3.106 -1.520  0.46
49 H 2.157 -3.014 -0.398  0.28
50 H 3.582 -1.981 -0.146  0.32
51 I -5.894 0.673 -2.826  0.05
52 C -4.342 -0.626 -2.304  -1.14
53 C -2.925 -0.168 -2.512  0.15
54 C -1.967 -0.761 -1.448  1.59
55 C -2.296 -2.192 -1.096  0.41
56 C -3.521 -2.671 -1.298  -0.49
57 C -4.605 -1.811 -1.763  -0.38
58 C -1.250 -3.082 -0.450  -0.63
59 O -1.407 -4.294 -0.491  -0.79
60 O -0.255 -2.496 0.117  -0.55
61 H -2.867 0.919 -2.427  0.67
62 H -0.961 -0.761 -1.884  -1.29
63 H -3.727 -3.700 -1.036  0.52
64 H -5.627 -2.139 -1.622  0.46

Results
Relative energy (zero: lowest compared OMol25 entry of this formula, charge and spin)   0.587 eV
DFT total energy   -139428.1017 eV
Net charge   -1
E_HOMO (spin up / spin down)   -5.8 / -5.8 eV
Multiplicity   2

# 2
This record from the Open Molecules 2025 dataset describes a 12-piece molecular cluster, C36H72Cl12O18 overall at a distorted geometry. The level of theory is ωB97M-V with the def2-TZVPD basis set.

Last column: Mulliken charge in e.
CARTESIAN COORDINATES (ANGSTROEM)
1 C -2.324 1.817 -3.359  -1.21
2 C -1.792 1.417 -4.711  0.32
3 C -0.307 1.417 -4.830  0.51
4 O -0.014 0.118 -5.453  -0.30
5 C -1.138 -0.601 -5.486  0.56
6 O -1.292 -1.737 -5.942  -0.59
7 O -2.156 0.055 -4.941  -0.33
8 H -1.889 2.805 -3.204  0.20
9 H -1.955 1.306 -2.469  0.09
10 H -3.397 1.999 -3.306  0.47
11 H -2.118 2.110 -5.487  0.35
12 H 0.180 1.541 -3.862  -0.61
13 H -0.047 2.305 -5.407  0.49
14 C 4.947 -0.516 -4.106  -1.70
15 C 3.649 0.190 -3.777  2.20
16 C 3.736 1.117 -2.613  -0.18
17 O 3.326 2.370 -3.055  -0.14
18 C 3.112 2.314 -4.386  0.44
19 O 2.687 3.223 -5.045  -0.57
20 O 3.422 1.052 -4.846  -0.42
21 H 5.672 0.282 -4.269  0.45
22 H 4.844 -1.136 -4.997  0.27
23 H 5.227 -1.085 -3.219  0.34
24 H 2.850 -0.547 -3.693  -0.95
25 H 4.781 1.326 -2.383  0.32
26 H 3.225 0.740 -1.727  0.04
27 C -1.361 -1.831 1.218  0.05
28 C -1.392 -1.178 -0.087  1.07
29 C -0.940 0.256 -0.160  0.91
30 O -0.018 0.294 -1.234  0.71
31 C 0.156 -0.902 -1.724  -0.27
32 O 0.887 -1.117 -2.689  -0.25
33 O -0.434 -1.799 -0.923  -0.14
34 H -2.188 -1.625 1.897  -0.09
35 H -0.458 -1.641 1.798  -0.66
36 H -1.369 -2.888 0.951  -0.26
37 H -2.338 -1.430 -0.567  -0.16
38 H -0.462 0.544 0.776  -0.31
39 H -1.740 0.966 -0.366  -0.58
40 C 0.567 -6.267 1.675  -0.94
41 O -0.240 -5.172 2.079  0.14
42 C -0.606 -5.094 3.473  -0.82
43 C 0.512 -4.497 4.257  -0.40
44 O 0.880 -3.176 3.858  0.19
45 C 1.913 -2.491 4.619  -0.77
46 C 3.212 -3.326 4.817  -0.67
47 O 2.982 -4.494 5.540  -0.34
48 C 4.184 -5.130 5.915  -0.81
49 H 0.628 -6.462 0.604  0.21
50 H 0.164 -7.214 2.033  0.37
51 H 1.584 -6.024 1.985  0.23
52 H -0.946 -6.084 3.779  0.44
53 H -1.464 -4.422 3.488  0.05
54 H 1.399 -5.105 4.081  0.25
55 H 0.345 -4.506 5.334  0.42
56 H 1.482 -2.392 5.615  0.49
57 H 2.033 -1.463 4.276  0.43
58 H 3.968 -2.675 5.257  0.62
59 H 3.581 -3.595 3.827  0.13
60 H 4.708 -5.438 5.010  0.32
61 H 3.912 -5.959 6.568  0.25
62 H 4.804 -4.462 6.512  0.31
63 C -0.769 0.056 4.095  0.06
64 O -2.082 -0.431 4.104  -0.10
65 C -3.130 0.477 4.430  -0.73
66 C -3.319 1.575 3.375  -0.72
67 O -3.843 1.063 2.187  0.10
68 C -3.976 2.036 1.117  -0.35
69 C -5.026 1.387 0.222  -0.83
70 O -4.590 0.236 -0.421  0.28
71 C -5.472 -0.309 -1.420  -0.73
72 H -0.057 -0.659 3.682  -0.67
73 H -0.450 0.374 5.088  0.43
74 H -0.710 0.896 3.403  0.11
75 H -2.848 0.990 5.349  0.42
76 H -4.066 -0.035 4.649  0.28
77 H -2.376 2.064 3.131  0.40
78 H -3.984 2.364 3.726  0.38
79 H -3.040 2.198 0.582  -0.09
80 H -4.295 3.049 1.362  0.53
81 H -5.337 2.190 -0.447  0.64
82 H -5.828 1.194 0.934  0.23
83 H -6.124 -1.078 -1.007  0.16
84 H -4.827 -0.763 -2.172  0.06
85 H -6.039 0.483 -1.911  0.38
86 C -0.375 8.589 -1.402  -0.83
87 O 0.862 8.009 -0.920  -0.29
88 C 1.323 8.446 0.397  -0.59
89 C 2.646 7.744 0.720  -0.71
90 O 2.608 6.320 0.691  -0.17
91 C 3.823 5.549 0.548  -0.64
92 C 3.604 4.146 1.135  -0.69
93 O 2.692 3.458 0.262  -0.03
94 C 2.274 2.187 0.771  -0.68
95 H -1.132 8.716 -0.628  0.33
96 H -0.791 8.034 -2.243  0.25
97 H -0.155 9.596 -1.757  0.31
98 H 0.507 8.308 1.106  0.36
99 H 1.494 9.517 0.507  0.42
100 H 2.945 8.124 1.697  0.33
101 H 3.426 8.071 0.032  0.39
102 H 4.616 6.056 1.098  0.50
103 H 4.092 5.504 -0.507  0.32
104 H 3.129 4.172 2.116  0.34
105 H 4.583 3.679 1.243  0.36
106 H 1.769 2.278 1.733  0.45
107 H 3.125 1.525 0.931  0.51
108 H 1.642 1.748 -0.001  -0.39
109 Cl -0.964 -4.892 -2.186  -0.08
110 C -1.429 -3.769 -3.478  0.51
111 Cl -3.037 -3.067 -3.051  -0.16
112 H -0.728 -2.936 -3.424  -0.86
113 H -1.508 -4.262 -4.447  0.51
114 Cl 2.195 -4.062 -4.646  -0.19
115 C 1.785 -2.720 -5.782  0.89
116 Cl 2.969 -2.629 -7.119  -0.20
117 H 0.819 -2.945 -6.235  0.23
118 H 1.806 -1.807 -5.187  -0.78
119 Cl -6.196 -3.224 0.747  -0.18
120 C -5.634 -2.029 1.921  0.63
121 Cl -4.771 -2.768 3.297  -0.16
122 H -5.108 -1.198 1.453  -0.76
123 H -6.525 -1.612 2.391  0.40
124 Cl -0.618 3.621 -0.984  -0.11
125 C 0.392 4.784 -1.906  0.61
126 Cl 0.058 4.766 -3.643  -0.17
127 H 0.196 5.806 -1.583  -0.21
128 H 1.415 4.465 -1.703  -0.11
129 Cl -2.184 -7.367 -0.145  -0.19
130 C -3.186 -6.010 0.503  0.62
131 Cl -3.891 -6.473 2.053  -0.18
132 H -2.663 -5.053 0.495  -0.61
133 H -4.025 -5.803 -0.161  0.36
134 Cl 2.341 -1.228 1.467  -0.08
135 C 2.585 -2.925 0.931  0.10
136 Cl 3.272 -3.001 -0.733  -0.13
137 H 3.306 -3.446 1.560  0.31
138 H 1.632 -3.431 1.085  -0.34

Results
DFT total energy   -225618.9163 eV
SMILES   C[C@H]1COC(=O)O1.C[C@H]1COC(=O)O1.C[C@H]1COC(=O)O1.COCCOCCOC.COCCOCCOC.COCCOCCOC.ClCCl.ClCCl.ClCCl.ClCCl.ClCCl.ClCCl
E_HOMO   -9.6 eV

Question: Among the records above, which one has the highest DFT total energy?
Answer: C18H25CuF6IN3O7S3